Below is a molecular structure, C2H2BrCl2I, with properties calculated with ωB97M-V/def2-TZVPD.

```
8
Properties=species:S:1:pos:R:3
C -1.99 0.47 -0.68
C 1.51 -0.62 0.66
Cl 2.02 -2.30 0.94
Cl 2.14 0.56 1.69
Br 1.74 -0.08 -1.07
I -0.88 1.99 0.18
H -3.16 0.35 -0.47
H -1.39 -0.36 -1.26
```

charge	0
ΔE to the lowest compared entry with this formula, charge and spin	6.209	eV
E_HOMO (spin up / spin down)	-6.7 / -6.7	eV
2S+1	1
gap between HOMO and LUMO (spin up / spin down)	3.82 / 3.54	eV